{"formula": "C56H84F4O16", "method": "wB97M-V/def2-TZVPD", "elements": ["F", "C", "C", "C", "C", "C", "C", "H", "H", "H", "H", "H", "F", "C", "C", "C", "C", "C", "C", "H", "H", "H", "H", "H", "F", "C", "C", "C", "C", "C", "C", "H", "H", "H", "H", "H", "F", "C", "C", "C", "C", "C", "C", "H", "H", "H", "H", "H", "O", "C", "O", "C", "C", "C", "H", "H", "H", "H", "H", "H", "H", "H", "O", "C", "O", "C", "C", "C", "H", "H", "H", "H", "H", "H", "H", "H", "O", "C", "O", "C", "C", "C", "H", "H", "H", "H", "H", "H", "H", "H", "O", "C", "O", "C", "C", "C", "H", "H", "H", "H", "H", "H", "H", "H", "O", "C", "O", "C", "C", "C", "H", "H", "H", "H", "H", "H", "H", "H", "O", "C", "O", "C", "C", "C", "H", "H", "H", "H", "H", "H", "H", "H", "O", "C", "O", "C", "C", "C", "H", "H", "H", "H", "H", "H", "H", "H", "O", "C", "O", "C", "C", "C", "H", "H", "H", "H", "H", "H", "H", "H"], "xyz": [[0.17932, -2.06921, 6.34111], [0.07495, -0.75847, 5.93502], [-1.15462, -0.07583, 5.88569], [-1.12840, 1.18077, 5.28246], [0.04524, 1.85058, 4.95715], [1.29067, 1.18138, 5.08112], [1.28869, -0.13616, 5.56394], [-2.07522, -0.64968, 5.95617], [-2.07376, 1.61079, 5.15101], [-0.02661, 2.85210, 4.62979], [2.24225, 1.56925, 4.88654], [2.19376, -0.73487, 5.33033], [5.63543, -2.54756, -4.02736], [4.88868, -1.85288, -3.21461], [5.42766, -0.73397, -2.66530], [4.57569, 0.19477, -2.06614], [3.25563, -0.17195, -1.89534], [2.70780, -1.34256, -2.40288], [3.50967, -2.16749, -3.16580], [6.45744, -0.43424, -2.90137], [4.94565, 1.17526, -1.82832], [2.52294, 0.57783, -1.52639], [1.64983, -1.55840, -2.32218], [3.00692, -3.07108, -3.50838], [-3.43949, 7.85289, 1.90601], [-3.09868, 6.95747, 0.90524], [-4.02678, 5.97794, 0.63666], [-3.71757, 5.17188, -0.42445], [-2.48742, 5.26066, -1.10376], [-1.56810, 6.22417, -0.75849], [-1.94645, 7.13920, 0.22949], [-4.88160, 5.95691, 1.27603], [-4.41871, 4.36973, -0.68947], [-2.32835, 4.43507, -1.89387], [-0.57425, 6.35438, -1.09915], [-1.27664, 7.91885, 0.53053], [4.38069, 3.95316, 3.84833], [4.26917, 4.27614, 2.51224], [5.09306, 3.60487, 1.66100], [4.91218, 3.82940, 0.33130], [4.00849, 4.76593, -0.00742], [3.10899, 5.44587, 0.81525], [3.25633, 5.16615, 2.14136], [5.79057, 2.90422, 2.07076], [5.44121, 3.27181, -0.43221], [3.81638, 4.84580, -1.07356], [2.36597, 6.08828, 0.41118], [2.62795, 5.53933, 2.96165], [6.38768, 3.57001, -2.93424], [6.11886, 4.24739, -3.89124], [5.92828, 3.65708, -5.14044], [5.95102, 2.20393, -5.13971], [5.32412, 1.75315, -6.43884], [5.97501, 5.78078, -3.88013], [5.36085, 1.88736, -4.28322], [7.00101, 1.88175, -4.95803], [4.97114, 0.68924, -6.28610], [6.08696, 1.82596, -7.20532], [4.47027, 2.32604, -6.75388], [6.79044, 6.10518, -4.55525], [6.11433, 6.12351, -2.84519], [5.00607, 6.03142, -4.32687], [0.83935, 4.95006, -2.78987], [0.50835, 3.78441, -2.67232], [0.36234, 2.97514, -3.76483], [0.61172, 3.56343, -5.01717], [-0.65343, 4.14555, -5.60126], [0.14549, 3.07926, -1.41973], [1.05193, 2.73335, -5.63301], [1.35486, 4.42510, -4.88665], [-1.49598, 3.39664, -5.77994], [-0.38020, 4.59780, -6.59805], [-1.01618, 4.94211, -4.96595], [1.05020, 2.76205, -0.86122], [-0.37807, 2.11984, -1.65402], [-0.42198, 3.75109, -0.75607], [5.01708, 0.31004, 1.95231], [3.98755, -0.22749, 1.66104], [3.89767, -1.53205, 1.37795], [5.19571, -2.15892, 1.26251], [5.85659, -2.53068, 2.62150], [2.62434, 0.33713, 1.65655], [5.84215, -1.48008, 0.69649], [5.06336, -3.05428, 0.69944], [6.21584, -1.63811, 3.11154], [6.60708, -3.24909, 2.50908], [5.06509, -3.04448, 3.21661], [2.02779, -0.39047, 1.10781], [2.53919, 1.37519, 1.42080], [2.21149, 0.30329, 2.69681], [-3.95027, -3.39257, 5.19766], [-4.16408, -4.57445, 5.31035], [-3.25319, -5.52470, 5.59890], [-1.83201, -5.01799, 5.79225], [-1.17320, -5.96755, 6.79468], [-5.36826, -5.38305, 4.77229], [-1.79618, -3.98399, 6.14112], [-1.45096, -5.26197, 4.80729], [-1.29510, -5.48909, 7.75255], [-0.14143, -6.09195, 6.53555], [-1.74074, -6.89732, 6.78478], [-5.83647, -5.93785, 5.60781], [-5.17654, -6.15203, 4.03537], [-6.13975, -4.72770, 4.46759], [-2.60018, -4.60744, -1.04512], [-2.25372, -5.65086, -0.55779], [-1.22450, -6.40716, -0.91823], [-0.62485, -5.98701, -2.12864], [0.75647, -6.48484, -2.22296], [-2.96687, -6.32703, 0.52935], [-0.79247, -4.86812, -2.22625], [-1.24481, -6.42771, -2.90036], [1.07984, -6.39630, -3.25938], [0.76125, -7.54527, -1.91483], [1.42360, -5.98886, -1.54057], [-3.92995, -6.76227, 0.11278], [-3.35995, -5.55755, 1.12756], [-2.39493, -7.05217, 1.08047], [-5.33993, -3.85185, 1.72165], [-4.99142, -2.80934, 1.16870], [-5.42503, -2.47233, -0.03902], [-6.21891, -3.54014, -0.67087], [-6.76648, -3.02555, -1.98501], [-3.99039, -1.75319, 1.70690], [-6.98678, -3.86952, -0.01871], [-5.64166, -4.37601, -0.85706], [-7.33350, -2.07104, -1.79569], [-7.33998, -3.75281, -2.49397], [-5.87128, -2.72408, -2.56644], [-3.03382, -2.04168, 1.20219], [-4.04374, -1.61794, 2.76763], [-4.32031, -0.80447, 1.29369], [0.03439, -0.15263, -0.30515], [-0.40979, -0.51900, 0.77785], [-0.21472, -1.77551, 1.20170], [0.73889, -2.61374, 0.55676], [1.40092, -3.54693, 1.55699], [-1.19168, 0.37415, 1.79090], [1.44952, -1.98245, 0.12195], [0.17236, -3.14911, -0.18650], [2.28352, -3.98351, 1.05141], [0.71930, -4.28600, 1.91950], [1.80872, -3.02293, 2.46613], [-0.62737, 1.29211, 1.79415], [-1.26878, 0.00745, 2.86208], [-2.20829, 0.58536, 1.46232], [-6.91712, 0.69670, -3.59467], [-6.32869, 1.66197, -3.19607], [-5.28731, 1.68150, -2.34932], [-4.93973, 0.37343, -1.74804], [-3.55617, 0.26845, -1.24922], [-6.74117, 3.08718, -3.53755], [-5.08857, -0.37478, -2.55951], [-5.70496, 0.14204, -0.97768], [-2.78011, 0.14291, -2.01334], [-3.49052, -0.66374, -0.62941], [-3.30058, 1.18799, -0.62601], [-6.55306, 3.64495, -2.70041], [-7.77641, 3.11920, -3.81698], [-6.19203, 3.45252, -4.42295]], "atomic_forces_ev_per_a": [[-0.532, 0.998, -0.304], [0.878, 0.423, 0.107], [1.382, -1.425, -1.247], [0.925, -0.544, 0.962], [0.922, -1.272, 0.524], [-2.586, -1.061, 1.053], [-0.459, -0.504, -1.136], [0.060, 0.236, 0.498], [-1.100, 0.968, -0.329], [0.118, 0.890, -0.470], [1.010, 1.030, -0.638], [-0.633, 0.259, 0.986], [1.417, -1.573, -1.035], [-2.345, 0.017, -0.284], [0.585, 1.536, -0.104], [-0.156, -1.037, -0.014], [-1.573, 1.850, 0.367], [0.570, 0.185, -0.414], [0.282, -0.275, 1.302], [-0.380, -0.450, 0.194], [0.021, 0.191, 0.335], [0.680, -0.574, 0.110], [0.022, 0.152, 0.175], [0.839, 0.059, -0.538], [0.473, -0.590, -0.603], [-1.364, 1.252, 1.340], [0.752, 0.664, -0.051], [-0.231, -1.282, -0.452], [-0.509, -1.975, -1.330], [-0.934, 0.586, 0.936], [1.047, -0.248, -0.170], [-0.617, -0.363, -0.043], [0.369, 0.323, -0.055], [0.038, 1.686, 1.239], [0.639, -0.366, -0.977], [0.200, 0.348, 0.088], [-0.143, 0.418, -0.572], [-0.612, -0.034, 1.313], [0.344, -0.397, 1.116], [0.867, -0.542, -0.201], [-2.215, 1.012, -3.029], [1.389, -0.948, 0.075], [0.027, -0.251, 1.953], [0.228, -0.341, 0.060], [0.125, 0.184, 0.067], [0.132, 0.364, -0.120], [-0.450, 0.415, -0.198], [0.212, 0.039, -0.545], [-0.063, 0.202, 0.168], [-0.237, -0.581, -0.894], [0.165, 1.137, 1.262], [-0.110, 0.769, 0.629], [0.536, -1.578, 0.472], [0.546, -1.507, -0.654], [0.003, -0.162, 0.057], [-0.716, -0.009, -0.392], [0.573, 1.013, -0.471], [-0.108, -0.298, -0.418], [-0.324, 0.436, 0.215], [-0.490, 0.325, 0.425], [-0.151, -0.010, -0.561], [0.281, 0.188, 0.239], [-0.156, -0.853, 0.512], [-0.021, 0.772, -1.231], [0.038, -0.057, 1.532], [1.304, 0.621, -0.878], [-0.581, -0.484, -1.639], [0.072, -1.165, 0.721], [-0.395, 0.932, 0.407], [-0.805, -1.381, -0.289], [1.232, 0.828, 0.339], [-0.423, -0.397, 0.912], [-0.153, 0.185, 0.155], [-0.259, 0.344, -0.373], [0.174, 0.950, 0.311], [0.184, -0.425, -0.354], [0.484, 0.581, -0.101], [-0.281, 0.061, 0.584], [1.002, -0.770, -0.190], [1.062, 0.164, 0.747], [-2.823, 0.766, -0.281], [-1.072, -0.747, 1.513], [-0.108, -0.171, 0.078], [-0.437, -0.573, -0.519], [0.070, 0.040, 0.291], [1.390, -0.916, -0.453], [0.514, 0.553, -0.076], [-0.176, 0.873, -0.283], [0.117, 0.525, -0.800], [0.495, -0.203, -0.514], [-0.326, -0.374, 0.751], [-0.023, -1.738, -2.610], [1.516, 1.718, 1.306], [-1.119, -1.898, -0.117], [-1.358, 0.847, -0.289], [-0.652, 0.224, 2.109], [-0.168, -0.173, -0.657], [0.458, 0.911, -0.207], [0.300, -0.250, 0.633], [0.570, -0.239, 0.096], [0.382, -0.157, 0.015], [0.426, 0.159, -0.073], [0.642, 0.324, -0.269], [-0.601, 0.786, -0.755], [0.198, 0.316, -0.393], [-0.499, -0.638, 0.633], [0.543, 0.282, -0.148], [-1.102, 1.660, -0.836], [0.409, -0.989, 0.109], [-2.059, -0.616, -0.371], [0.688, -1.256, 0.086], [-0.045, -0.093, -0.480], [0.313, -0.022, 0.128], [0.074, 0.283, -0.391], [0.404, 0.443, 0.116], [1.282, 0.076, 0.279], [-0.384, 0.932, 1.330], [0.129, -0.245, 0.038], [0.859, 1.612, -0.539], [0.103, -0.945, 1.680], [-0.593, -0.871, -0.780], [-0.953, 1.809, -0.502], [1.400, 2.610, 1.041], [-0.985, -0.750, -1.804], [-0.760, 0.061, 0.852], [1.758, -1.578, -0.153], [0.233, -1.048, -0.389], [-0.621, -0.687, -0.515], [-0.671, -0.255, -0.158], [-0.413, 0.380, 1.055], [0.553, -0.681, 0.627], [0.136, 0.147, -0.239], [-0.810, 0.131, 1.397], [0.047, -0.098, -0.763], [-0.748, 0.647, 1.570], [-0.656, -0.537, 0.807], [0.985, 0.958, 0.416], [0.488, -1.054, 0.394], [1.152, 0.713, -1.013], [0.114, -0.407, -0.563], [-0.552, -0.119, 0.271], [-0.352, -0.703, 0.061], [-0.458, -0.161, -1.010], [0.039, 0.526, 0.073], [0.405, -0.008, -1.510], [0.121, -0.061, -0.321], [0.238, -0.603, 0.138], [-0.603, 1.104, -0.283], [0.611, -1.001, 0.693], [-1.767, -0.831, -1.645], [1.347, 0.710, 1.460], [0.352, -1.680, -2.187], [-0.051, 0.420, 0.610], [0.504, 0.326, -0.326], [-0.333, 0.306, -0.071], [-0.085, 0.987, -0.437], [-0.115, -1.241, -0.553], [0.476, 1.854, 1.838], [-0.536, -0.162, 0.051], [0.071, -0.103, 0.551]], "lowdin_charge": [0.024, -0.234, -0.006, -0.111, -0.076, -0.073, -0.019, 0.118, 0.091, 0.089, 0.084, 0.125, 0.088, -0.322, -0.022, -0.071, -0.097, -0.087, 0.004, 0.131, 0.093, 0.107, 0.104, 0.114, 0.022, -0.272, -0.018, -0.082, -0.098, -0.073, -0.018, 0.117, 0.104, 0.131, 0.086, 0.117, 0.018, -0.256, -0.024, -0.088, -0.115, -0.067, -0.024, 0.114, 0.099, 0.100, 0.097, 0.124, 0.078, -0.490, -0.046, -0.229, -0.062, 0.028, 0.090, 0.137, 0.097, 0.071, 0.067, 0.093, 0.089, 0.086, 0.066, -0.514, -0.035, -0.267, -0.082, 0.017, 0.133, 0.136, 0.099, 0.092, 0.064, 0.091, 0.091, 0.072, 0.108, -0.552, -0.033, -0.193, -0.043, 0.050, 0.117, 0.105, 0.067, 0.049, 0.090, 0.053, 0.090, 0.097, 0.084, -0.516, -0.047, -0.150, -0.064, 0.013, 0.104, 0.115, 0.070, 0.068, 0.079, 0.087, 0.081, 0.057, 0.096, -0.578, 0.004, -0.261, -0.067, 0.030, 0.136, 0.127, 0.086, 0.094, 0.067, 0.129, 0.053, 0.088, 0.065, -0.501, -0.007, -0.195, -0.051, 0.037, 0.110, 0.089, 0.097, 0.063, 0.084, 0.099, 0.076, 0.060, 0.055, -0.498, -0.016, -0.213, -0.041, 0.043, 0.061, 0.121, 0.085, 0.059, 0.092, 0.073, 0.092, 0.057, 0.101, -0.545, -0.016, -0.215, -0.081, 0.031, 0.117, 0.131, 0.086, 0.066, 0.099, 0.040, 0.082, 0.102], "spin_multiplicity": 1, "e_homo_ev": -9.07, "lumo_ev": 0.4, "orbital_gap_ha": 0.348}